Entry 1:
C44H63F9NO12P | ωB97M-V/def2-TZVPD

Positions of all 130 atoms, in Å:
C1 4.082 1.323 5.169
C2 4.057 0.036 4.346
C3 2.629 -0.401 4.079
N1 2.508 -1.818 3.576
C4 2.993 -1.960 2.183
C5 3.247 -2.782 4.463
C6 2.552 -4.123 4.293
C7 1.152 -3.832 3.685
C8 1.087 -2.328 3.648
H1 3.640 2.148 4.613
H2 5.098 1.583 5.466
H3 3.528 1.180 6.101
H4 4.548 -0.728 4.952
H5 4.638 0.132 3.427
H6 2.093 0.266 3.402
H7 2.071 -0.421 5.018
H8 4.058 -1.744 2.147
H9 2.464 -1.262 1.540
H10 2.798 -2.971 1.834
H11 4.265 -2.813 4.076
H12 3.308 -2.398 5.477
H13 3.146 -4.786 3.664
H14 2.494 -4.667 5.236
H15 1.120 -4.246 2.681
H16 0.404 -4.271 4.333
H17 0.509 -1.868 2.844
H18 0.680 -1.896 4.567
P1 -0.848 -0.724 -0.224
F1 -1.883 -1.192 0.941
F2 -0.716 -2.300 -0.617
F3 -2.050 -0.665 -1.307
F4 0.164 -0.271 -1.389
F5 -1.081 0.795 0.255
F6 0.412 -0.857 0.796
C9 -0.320 3.936 -5.451
O1 0.440 2.757 -5.649
C10 1.097 2.318 -4.581
O2 1.080 2.823 -3.485
O3 1.763 1.224 -4.909
C11 2.431 0.567 -3.831
H19 -1.220 3.769 -4.857
H20 -0.629 4.289 -6.431
H21 0.267 4.710 -4.957
H22 3.364 1.071 -3.573
H23 2.574 -0.452 -4.166
H24 1.825 0.613 -2.924
C12 1.762 2.179 0.339
O4 3.092 2.565 0.028
C13 3.901 2.794 1.048
O5 3.593 2.722 2.214
O6 5.115 3.047 0.572
C14 6.115 3.410 1.521
H25 1.253 2.009 -0.608
H26 1.223 3.024 0.775
H27 1.666 1.311 0.986
H28 7.073 3.107 1.113
H29 5.944 2.901 2.469
H30 6.086 4.486 1.683
C15 -3.891 4.547 -2.346
O7 -3.129 3.483 -2.905
C16 -3.710 2.840 -3.923
O8 -4.681 3.219 -4.511
O9 -3.086 1.703 -4.224
C17 -2.003 1.253 -3.422
H31 -4.959 4.332 -2.414
H32 -3.736 5.490 -2.870
H33 -3.611 4.610 -1.299
H34 -1.678 0.278 -3.772
H35 -2.289 1.190 -2.383
H36 -1.093 1.863 -3.450
C18 -3.711 -3.080 -0.869
O10 -4.984 -3.763 -0.868
C19 -6.029 -2.969 -0.758
O11 -5.983 -1.765 -0.704
O12 -7.139 -3.717 -0.729
C20 -8.304 -3.071 -0.212
H37 -3.612 -2.526 0.061
H38 -3.647 -2.404 -1.716
H39 -2.955 -3.853 -0.929
H40 -8.224 -1.993 -0.294
H41 -8.394 -3.365 0.837
H42 -9.165 -3.460 -0.747
F7 1.874 -1.816 -6.171
C21 0.567 -2.064 -5.948
C22 0.070 -1.942 -4.660
C23 -1.254 -2.244 -4.422
C24 -2.089 -2.619 -5.470
C25 -1.607 -2.614 -6.769
C26 -0.251 -2.406 -6.999
H43 0.747 -1.622 -3.878
H44 -1.695 -2.073 -3.448
H45 -3.134 -2.811 -5.263
H46 -2.238 -2.810 -7.625
H47 0.099 -2.422 -8.024
F8 -6.026 1.857 -1.669
C27 -5.769 1.427 -0.419
C28 -4.477 1.392 0.046
C29 -4.230 0.936 1.341
C30 -5.292 0.589 2.151
C31 -6.603 0.679 1.684
C32 -6.839 1.055 0.375
H48 -3.666 1.709 -0.599
H49 -3.189 0.834 1.609
H50 -5.139 0.259 3.174
H51 -7.428 0.425 2.336
H52 -7.827 1.054 -0.069
F9 7.105 -2.783 -1.748
C33 5.947 -2.126 -1.501
C34 5.937 -0.752 -1.471
C35 4.716 -0.114 -1.246
C36 3.577 -0.877 -1.055
C37 3.606 -2.275 -1.061
C38 4.811 -2.897 -1.319
H53 6.819 -0.141 -1.611
H54 4.635 0.964 -1.251
H55 2.644 -0.382 -0.795
H56 2.642 -2.769 -1.037
H57 4.894 -3.970 -1.439
C39 0.481 2.160 5.937
C40 -0.267 1.019 5.690
C41 -0.704 0.767 4.400
C42 -0.482 1.666 3.371
C43 0.155 2.870 3.667
C44 0.610 3.127 4.944
H58 0.879 2.354 6.927
H59 -0.419 0.286 6.473
H60 -1.185 -0.192 4.229
H61 -0.819 1.421 2.374
H62 0.197 3.600 2.868
H63 0.968 4.112 5.219

The relative energy (zero: lowest compared OMol25 entry of this formula, charge and spin) comes out at 0.0 kcal/mol. As for the LUMO energy: -0.28 eV. As for the max |F|: 2.1 eV/A. For the HOMO energy, the calculation gives -8.43 eV. For the HOMO-LUMO gap, the calculation gives 8.2 eV. The total energy comes out at -106462.5269 eV.

Entry 2:
C44H65F4N2O4PS2SeTa | ωB97M-V/def2-TZVPD

Positions of all 124 atoms, in Å:
Ta1 0.654 -0.134 0.424
C1 3.926 -2.771 0.244
C2 2.799 -3.784 0.174
N1 1.444 -3.208 0.134
C3 0.498 -4.076 0.851
C4 0.297 -5.468 0.254
C5 1.039 -2.928 -1.242
C6 -0.407 -2.474 -1.347
N2 -0.735 -1.505 -0.301
C7 -2.073 -1.288 -0.021
C8 -2.391 -0.667 1.189
F1 -1.331 -0.344 1.997
C9 -3.667 -0.373 1.602
F2 -3.845 0.224 2.787
C10 -4.748 -0.700 0.807
C11 -4.471 -1.311 -0.398
F3 -5.480 -1.629 -1.222
C12 -3.182 -1.599 -0.820
F4 -3.040 -2.151 -2.038
H1 4.033 -2.225 -0.695
H2 4.869 -3.283 0.437
H3 3.756 -2.044 1.039
H4 2.855 -4.449 1.037
H5 2.952 -4.418 -0.711
H6 -0.462 -3.561 0.913
H7 0.864 -4.168 1.875
H8 -0.078 -5.421 -0.769
H9 -0.433 -6.023 0.844
H10 1.223 -6.043 0.244
H11 1.140 -3.814 -1.889
H12 1.707 -2.163 -1.650
H13 -1.062 -3.344 -1.240
H14 -0.564 -2.056 -2.345
H15 -5.760 -0.472 1.103
C13 6.131 3.365 4.400
C14 5.839 1.934 4.852
C15 5.630 1.939 6.372
C16 7.053 1.060 4.509
C17 4.606 1.357 4.159
C18 3.872 2.060 3.213
C19 2.816 1.444 2.561
Se1 1.682 2.428 1.367
C20 2.501 2.117 -0.400
C21 3.679 2.993 -0.654
C22 4.363 3.126 -1.794
C23 4.184 2.363 -3.045
C24 3.276 1.520 -3.572
C25 1.956 1.215 -2.921
O1 1.290 0.269 -3.279
C26 3.624 0.713 -4.836
C27 4.897 1.216 -5.522
C28 3.865 -0.747 -4.413
C29 2.503 0.771 -5.884
C30 5.555 4.102 -1.860
C31 5.398 5.047 -3.062
C32 5.673 4.979 -0.612
C33 6.861 3.302 -1.993
C34 2.454 0.127 2.853
O2 1.517 -0.450 2.062
C35 3.087 -0.570 3.884
C36 4.174 0.071 4.474
C37 2.684 -1.973 4.355
C38 1.176 -2.228 4.231
C39 3.045 -2.165 5.837
C40 3.443 -3.012 3.522
H16 7.026 3.729 4.905
H17 5.311 4.041 4.648
H18 6.310 3.419 3.326
H19 6.494 2.385 6.868
H20 5.503 0.931 6.766
H21 4.745 2.519 6.638
H22 7.952 1.457 4.984
H23 7.216 1.032 3.430
H24 6.914 0.034 4.853
H25 4.103 3.087 2.969
H26 3.967 3.611 0.185
H27 5.054 2.483 -3.670
H28 5.792 1.044 -4.921
H29 4.836 2.279 -5.765
H30 5.027 0.669 -6.457
H31 4.668 -0.802 -3.675
H32 4.157 -1.340 -5.283
H33 2.967 -1.184 -3.983
H34 2.340 1.797 -6.219
H35 1.567 0.371 -5.505
H36 2.797 0.181 -6.754
H37 4.485 5.638 -2.968
H38 5.356 4.518 -4.014
H39 6.245 5.733 -3.106
H40 4.759 5.546 -0.430
H41 6.488 5.689 -0.753
H42 5.903 4.393 0.280
H43 6.912 2.741 -2.926
H44 6.958 2.594 -1.168
H45 7.718 3.979 -1.970
H46 4.720 -0.470 5.234
H47 0.606 -1.488 4.797
H48 0.952 -3.213 4.644
H49 0.832 -2.207 3.202
H50 2.673 -1.339 6.446
H51 4.119 -2.255 5.999
H52 2.588 -3.087 6.198
H53 3.165 -2.941 2.469
H54 3.212 -4.020 3.873
H55 4.522 -2.860 3.597
C41 1.478 6.060 -2.300
C42 0.570 5.250 -1.399
O3 1.193 4.028 -1.005
P1 1.132 2.544 -1.740
S1 2.878 0.352 -0.516
S2 -0.520 1.526 -1.003
O4 0.535 3.288 -3.096
C43 -0.305 2.738 -4.113
C44 -0.192 3.631 -5.329
H56 0.974 6.971 -2.626
H57 1.750 5.479 -3.180
H58 2.390 6.341 -1.771
H59 -0.391 5.053 -1.871
H60 0.390 5.781 -0.462
H61 -1.331 2.723 -3.733
H62 -0.031 1.712 -4.348
H63 -0.435 4.662 -5.069
H64 -0.882 3.298 -6.105
H65 0.821 3.610 -5.731

The relative energy (zero: lowest compared OMol25 entry of this formula, charge and spin) comes out at 112.6 kcal/mol. As for the LUMO energy (spin up / spin down): -0.03 / 0.09 eV. As for the max |F|: 1.5 eV/A. For the HOMO energy (spin up / spin down), the calculation gives -7.13 / -7.88 eV. For the HOMO-LUMO gap (spin up / spin down), the calculation gives 7.1 / 8.0 eV. The total energy comes out at -166582.0112 eV. Its expectation value of S² is 0.7543. Its spin multiplicity is 2.